1.
3 unconnected molecules or ions with the total composition C4H6N2O3 at a distorted geometry, computed with ωB97M-V/def2-TZVPD.

Results
Gap between HOMO and LUMO (spin up / spin down), eV: 6.118 / 7.421
Energy above the lowest of the compared OMol25 structures with the same formula, charge and spin, kJ/mol: 230.9
E_tot, a.u.: -490.99210
HOMO energy (spin up / spin down), eV: -5.621 / -8.873
Spin multiplicity: 3

Last column: Mulliken charge in e.
Element x y z (Å)
O1 3.525 0.623 1.664  -0.32
O2 -0.348 2.186 0.005  -0.46
O3 4.866 0.529 -0.155  -0.36
N1 0.883 -2.687 -0.824  -0.96
N2 1.467 -1.635 -0.766  0.45
C1 4.184 0.559 0.760  0.69
C2 -0.980 1.067 -0.307  0.04
C3 -0.939 -0.015 0.412  -0.73
C4 1.495 -0.466 -0.639  -0.27
H1 -1.352 1.075 -1.310  0.36
H2 1.243 -3.568 -0.546  0.25
H3 -1.637 -0.951 0.074  0.22
H4 2.080 0.380 -0.996  0.51
H5 0.103 2.025 0.860  0.32
H6 -0.254 -0.167 1.341  0.26



2.
A molecular structure, C4H6N2OS at a distorted geometry, computed with ωB97M-V/def2-TZVPD.

Results
Gap between HOMO and LUMO, eV: 8.348
Energy above the lowest of the compared OMol25 structures with the same formula, charge and spin, kJ/mol: 529.5
E_tot, a.u.: -738.80301
HOMO energy, eV: -8.671

Last column: Mulliken charge in e.
Element x y z (Å)
S1 3.217 -0.340 0.087  -0.15
O1 0.682 -0.402 1.383  -0.54
N1 -1.723 -1.144 -0.125  -0.44
N2 -1.772 0.210 0.187  -0.13
C1 0.382 -0.162 0.025  1.23
C2 -0.469 -1.290 -0.436  -0.47
C3 1.809 0.085 -0.544  -0.67
C4 -0.522 1.104 0.049  -0.62
H1 -0.430 1.665 -0.934  0.34
H2 -2.577 0.730 -0.078  0.24
H3 -0.064 -0.925 1.815  0.41
H4 -0.263 1.834 0.917  0.24
H5 -0.242 -2.332 -0.799  0.38
H6 1.971 0.967 -1.547  0.17



3.
A single C4H6N2OS molecule at a distorted geometry, computed with ωB97M-V/def2-TZVPD.

Results
Gap between HOMO and LUMO, eV: 10.044
Energy above the lowest of the compared OMol25 structures with the same formula, charge and spin, kJ/mol: 274.9
E_tot, a.u.: -738.89996
SMILES: NCc1cc(S)no1
HOMO energy, eV: -9.343

Last column: Mulliken charge in e.
Element x y z (Å)
S1 0.710 -3.517 0.935  -0.21
O1 -1.402 -0.376 0.188  -0.13
N1 -0.580 2.559 0.137  -0.63
N2 -1.201 -1.678 0.615  -0.46
C1 0.048 -1.960 0.429  0.43
C2 -0.157 1.501 -0.796  -0.55
C3 -0.233 0.124 -0.270  0.06
C4 0.713 -0.817 -0.135  -0.15
H1 1.712 -0.844 -0.488  0.36
H2 -0.182 2.303 1.040  0.26
H3 0.908 1.632 -0.995  0.29
H4 -0.712 1.651 -1.693  0.32
H5 1.972 -3.098 0.752  0.12
H6 -1.596 2.522 0.282  0.28



4.
A single C4H6N2OS molecule at a distorted geometry, computed with ωB97M-V/def2-TZVPD.

Results
Gap between HOMO and LUMO, eV: 8.349
Energy above the lowest of the compared OMol25 structures with the same formula, charge and spin, kJ/mol: 323.5
E_tot, a.u.: -738.88146
SMILES: OCn1ccc(=S)[nH]1
HOMO energy, eV: -7.888

Last column: Mulliken charge in e.
Element x y z (Å)
S1 -3.328 0.697 -0.014  -0.45
O1 1.688 1.492 -0.743  -0.45
N1 -0.803 0.714 0.264  -0.21
N2 0.377 -0.051 0.375  0.09
C1 -1.907 -0.046 -0.062  0.38
C2 -1.345 -1.330 -0.344  -0.81
C3 1.664 0.517 0.246  -0.51
C4 -0.033 -1.265 -0.034  -0.17
H1 0.674 -2.030 -0.050  0.44
H2 1.479 1.080 -1.529  0.29
H3 -1.879 -2.200 -0.388  0.41
H4 2.308 -0.218 0.220  0.46
H5 -0.893 1.497 0.915  0.26
H6 1.999 1.142 1.144  0.26



5.
2 unconnected molecules or ions with the total composition C4H6N2S at a distorted geometry, computed with ωB97M-V/def2-TZVPD.

Results
Gap between HOMO and LUMO, eV: 9.479
Energy above the lowest of the compared OMol25 structures with the same formula, charge and spin, kJ/mol: 274.7
E_tot, a.u.: -663.62390
HOMO energy, eV: -9.435

Last column: Mulliken charge in e.
Element x y z (Å)
S1 0.253 0.773 -1.880  -0.08
N1 -3.737 0.447 -1.498  -0.42
N2 -0.483 -1.197 -0.303  -0.29
C1 -0.375 -0.064 0.590  -0.79
C2 0.486 1.020 -0.078  -0.43
C3 -0.648 -0.724 -1.584  -0.16
C4 -2.691 -0.013 -1.503  0.04
H1 -0.703 -1.423 -2.401  0.45
H2 -1.391 0.324 0.722  0.28
H3 1.548 0.911 0.136  0.35
H4 0.160 2.023 0.186  0.36
H5 0.210 -1.927 -0.185  0.29
H6 0.024 -0.363 1.558  0.39



6.
A single C4H6N2S molecule at a distorted geometry, computed with ωB97M-V/def2-TZVPD.

Results
Gap between HOMO and LUMO, eV: 9.843
Energy above the lowest of the compared OMol25 structures with the same formula, charge and spin, kJ/mol: 323.0
E_tot, a.u.: -663.60549
SMILES: C1CC12CN=NS2
HOMO energy, eV: -9.028

Last column: Mulliken charge in e.
Element x y z (Å)
S1 0.973 0.231 -1.849  0.01
N1 -1.181 -1.055 -1.751  -0.32
N2 -0.301 -0.635 -2.488  -0.09
C1 -0.956 -0.838 -0.386  -0.51
C2 0.103 1.150 0.756  -0.59
C3 0.248 0.023 -0.141  0.55
C4 1.078 0.044 1.071  -0.65
H1 0.457 2.205 0.384  0.20
H2 -1.681 -0.261 0.094  0.37
H3 2.078 0.441 1.146  0.26
H4 -0.801 1.327 1.389  0.24
H5 -0.869 -1.871 -0.013  0.29
H6 0.854 -0.759 1.790  0.23



7.
A single C4H6N2S molecule at a distorted geometry, computed with ωB97M-V/def2-TZVPD.

Results
Gap between HOMO and LUMO, eV: 7.510
Energy above the lowest of the compared OMol25 structures with the same formula, charge and spin, kJ/mol: 204.2
E_tot, a.u.: -663.65076
SMILES: [H]/N=C(/C=S)NC=C
HOMO energy, eV: -8.596

Last column: Mulliken charge in e.
Element x y z (Å)
S1 0.799 1.285 1.588  -0.15
N1 1.607 -1.299 -1.193  -0.66
N2 -0.513 -0.342 -0.989  -0.23
C1 1.260 -0.050 0.775  -0.37
C2 -2.834 -0.131 -0.922  -0.88
C3 -1.690 -0.223 -0.252  0.19
C4 0.774 -0.636 -0.520  0.64
H1 -0.617 -0.337 -2.006  0.21
H2 2.218 -0.595 1.084  0.30
H3 -1.665 -0.207 0.830  0.25
H4 -2.848 0.016 -2.012  0.22
H5 1.225 -1.628 -2.092  0.23
H6 -3.803 -0.084 -0.427  0.25



8.
A single C4H6N2S molecule, computed with ωB97M-V/def2-TZVPD.

Results
Gap between HOMO and LUMO, eV: 8.482
Energy above the lowest of the compared OMol25 structures with the same formula, charge and spin, kJ/mol: 146.2
E_tot, a.u.: -663.67283
SMILES: Nn1cccc1S
HOMO energy, eV: -7.786

Last column: Mulliken charge in e.
Element x y z (Å)
S1 -0.888 1.483 1.685  -0.24
N1 1.032 -0.928 1.539  -0.95
N2 0.439 -0.462 0.369  0.43
C1 0.668 -1.035 -0.865  -0.19
C2 -0.062 -0.335 -1.784  -0.77
C3 -0.773 0.690 -1.094  -0.21
C4 -0.427 0.582 0.237  0.15
H1 -1.669 2.341 1.078  0.13
H2 1.591 -0.164 1.955  0.26
H3 -1.467 1.415 -1.528  0.36
H4 -0.091 -0.504 -2.840  0.39
H5 0.300 -1.225 2.173  0.26
H6 1.347 -1.856 -0.925  0.38



9.
A single C4H6N2S molecule at a distorted geometry, computed with ωB97M-V/def2-TZVPD.

Results
Gap between HOMO and LUMO, eV: 8.834
Energy above the lowest of the compared OMol25 structures with the same formula, charge and spin, kJ/mol: 278.8
E_tot, a.u.: -663.62236
SMILES: Cn1cc(S)cn1
HOMO energy, eV: -8.192

Last column: Mulliken charge in e.
Element x y z (Å)
S1 -1.980 1.478 -0.418  -0.28
N1 1.352 -0.542 0.362  0.70
N2 0.667 -1.561 -0.091  -0.94
C1 0.672 0.590 0.215  -0.32
C2 -0.643 0.278 -0.451  -0.10
C3 -0.581 -1.135 -0.506  -0.04
C4 2.631 -0.771 0.986  -0.81
H1 2.405 -1.329 1.820  0.37
H2 0.965 1.516 0.567  0.44
H3 -3.196 0.535 -0.189  0.14
H4 -1.491 -1.926 -0.617  0.27
H5 3.291 -1.603 0.483  0.27
H6 3.110 0.122 1.270  0.31



10.
A single C4H6N2S molecule at a distorted geometry, computed with ωB97M-V/def2-TZVPD.

Results
Gap between HOMO and LUMO, eV: 8.659
Energy above the lowest of the compared OMol25 structures with the same formula, charge and spin, kJ/mol: 206.3
E_tot, a.u.: -663.64996
SMILES: [H]/N=C\N(C=C)C=S
HOMO energy, eV: -8.864

Last column: Mulliken charge in e.
Element x y z (Å)
S1 -0.921 -0.212 -2.271  -0.29
N1 0.201 0.235 0.176  0.06
N2 1.884 0.552 1.871  -0.59
C1 1.272 0.918 0.857  0.18
C2 -0.352 -0.919 0.758  -0.28
C3 -0.153 0.722 -1.055  -0.07
C4 -0.889 -0.976 2.014  -0.68
H1 -0.353 -1.743 0.058  0.34
H2 -1.180 -2.001 2.447  0.22
H3 1.533 -0.222 2.321  0.29
H4 0.272 1.704 -1.282  0.22
H5 1.605 1.821 0.315  0.26
H6 -0.998 -0.131 2.697  0.34



11.
2 unconnected molecules or ions with the total composition C4H6N2S at a distorted geometry, computed with ωB97M-V/def2-TZVPD.

Results
Gap between HOMO and LUMO (spin up / spin down), eV: 8.367 / 8.391
Energy above the lowest of the compared OMol25 structures with the same formula, charge and spin, kJ/mol: 32.7
E_tot, a.u.: -663.54029
HOMO energy (spin up / spin down), eV: -7.678 / -10.197
Spin multiplicity: 3

Last column: Mulliken charge in e.
Element x y z (Å)
S1 2.130 0.907 -0.399  0.07
N1 -0.263 -1.843 -1.000  -0.61
N2 0.753 0.373 -1.004  -0.34
C1 1.426 -1.316 0.489  -0.35
C2 0.557 -0.966 -0.628  0.40
C3 2.422 -0.454 0.609  -0.28
C4 -1.354 1.405 -0.145  -0.88
H1 -1.529 1.174 -1.213  0.22
H2 1.233 -2.185 1.053  0.40
H3 -0.966 -1.427 -1.552  0.31
H4 -1.647 0.554 0.617  0.24
H5 -1.079 2.326 0.090  0.42
H6 3.281 -0.451 1.254  0.39



12.
A single C4H6N2S2 molecule at a distorted geometry, computed with ωB97M-V/def2-TZVPD.

Results
Gap between HOMO and LUMO, eV: 8.624
Energy above the lowest of the compared OMol25 structures with the same formula, charge and spin, kJ/mol: 307.9
E_tot, a.u.: -1061.79888
SMILES: N#C[C@@H](S)CNC=S
HOMO energy, eV: -8.617

Last column: Mulliken charge in e.
Element x y z (Å)
S1 2.625 0.281 -1.405  -0.32
S2 -2.654 -0.123 -0.984  -0.26
N1 -0.828 2.694 -0.386  -0.45
N2 1.136 -0.273 0.677  -0.18
C1 2.311 0.306 0.291  -0.09
C2 -0.070 -0.668 -0.105  -0.72
C3 -1.246 0.138 0.211  0.14
C4 -0.869 1.541 0.033  0.18
H1 2.859 0.740 1.139  0.31
H2 -1.636 -0.124 1.176  0.31
H3 -0.201 -1.817 -0.160  0.35
H4 -3.094 -1.442 -0.979  0.16
H5 1.381 -0.776 1.700  0.29
H6 0.285 -0.478 -1.207  0.27



13.
A molecular structure, C4H6N2S2 at a distorted geometry, computed with ωB97M-V/def2-TZVPD.

Results
Gap between HOMO and LUMO, eV: 8.015
Energy above the lowest of the compared OMol25 structures with the same formula, charge and spin, kJ/mol: 495.0
E_tot, a.u.: -1061.72763
HOMO energy, eV: -8.365

Last column: Mulliken charge in e.
Element x y z (Å)
S1 -1.028 -3.191 -0.184  -0.22
S2 -1.415 -0.850 -1.941  -0.17
N1 -0.572 0.806 0.514  -0.03
N2 0.728 0.963 0.720  -0.24
C1 -1.333 1.656 1.272  -0.50
C2 1.427 -0.134 0.100  -0.19
C3 0.985 -1.261 -0.594  -0.56
C4 -0.419 -1.751 -0.730  0.41
H1 -2.597 1.814 0.768  0.24
H2 -0.723 2.395 1.946  0.29
H3 -0.497 0.101 -2.160  0.17
H4 2.472 -0.321 0.349  0.29
H5 1.802 -2.040 -0.774  0.24
H6 1.167 1.812 0.714  0.29



14.
A single C4H6N2S2 molecule at a distorted geometry, computed with ωB97M-V/def2-TZVPD.

Results
Gap between HOMO and LUMO, eV: 8.304
Energy above the lowest of the compared OMol25 structures with the same formula, charge and spin, kJ/mol: 264.4
E_tot, a.u.: -1061.81548
SMILES: [H]/N=C\N1C[C@@H]1C(=S)S
HOMO energy, eV: -9.050

Last column: Mulliken charge in e.
Element x y z (Å)
S1 -2.660 -0.064 0.483  -0.22
S2 -0.233 -1.521 -0.580  -0.19
N1 2.945 0.318 -1.159  -0.54
N2 1.199 1.266 0.142  -0.30
C1 -1.014 -0.134 0.175  0.19
C2 -0.105 0.908 0.728  -0.17
C3 1.215 0.511 1.314  -0.66
C4 1.850 0.854 -1.036  0.02
H1 -1.295 -2.240 -1.033  0.18
H2 -0.602 1.799 1.137  0.40
H3 1.211 1.068 -1.915  0.39
H4 1.534 -0.497 1.292  0.36
H5 3.307 0.334 -0.143  0.29
H6 1.438 0.969 2.245  0.24



15.
A gas-phase ion, C4H6N3O (charge +1) at a distorted geometry, computed with ωB97M-V/def2-TZVPD.

Results
Gap between HOMO and LUMO, eV: 10.428
Total charge: +1
Energy above the lowest of the compared OMol25 structures with the same formula, charge and spin, kJ/mol: 121.2
E_tot, a.u.: -395.20243
SMILES: CC(=O)[n+]1ccn[nH]1
HOMO energy, eV: -16.045

Last column: Mulliken charge in e.
Element x y z (Å)
O1 -0.361 -1.590 0.858  -0.46
N1 0.561 0.324 0.218  0.33
N2 0.202 2.086 1.514  -0.52
N3 -0.190 0.897 1.209  0.22
C1 1.474 1.275 -0.136  0.08
C2 0.977 -2.009 -1.140  -1.00
C3 1.221 2.371 0.658  -0.33
C4 0.335 -1.115 -0.005  0.69
H1 0.496 -1.848 -2.142  0.33
H2 0.777 -3.152 -1.016  0.31
H3 1.824 3.285 0.868  0.39
H4 -0.869 0.351 1.721  0.30
H5 2.428 0.993 -0.683  0.34
H6 2.037 -1.828 -1.346  0.32



16.
2 unconnected molecules or ions with the total composition C4H6N3O at a distorted geometry, computed with ωB97M-V/def2-TZVPD.

Results
Gap between HOMO and LUMO, eV: 11.221
Total charge: +1
Energy above the lowest of the compared OMol25 structures with the same formula, charge and spin, kJ/mol: 255.3
E_tot, a.u.: -395.15136
HOMO energy, eV: -15.527

Last column: Mulliken charge in e.
Element x y z (Å)
O1 1.510 -3.853 -0.225  -0.24
N1 1.492 -1.516 -0.255  -0.25
N2 -0.716 -0.355 0.709  -0.39
N3 1.059 0.613 -0.984  -0.10
C1 0.573 1.900 -0.343  -0.77
C2 -1.840 0.078 0.379  -0.26
C3 0.917 -0.410 -0.519  0.57
C4 1.423 -2.713 -0.251  0.61
H1 -0.636 -0.634 1.691  0.22
H2 -0.206 1.643 0.386  0.33
H3 -2.097 0.161 -0.657  0.31
H4 -0.200 2.286 -1.115  0.35
H5 -2.643 0.275 1.141  0.28
H6 1.365 2.524 0.042  0.35



17.
A gas-phase ion, C4H6N3O3 (charge +1) at a distorted geometry, computed with ωB97M-V/def2-TZVPD.

Results
Gap between HOMO and LUMO (spin up / spin down), eV: 9.306 / 9.305
Total charge: +1
Energy above the lowest of the compared OMol25 structures with the same formula, charge and spin, kJ/mol: 540.9
E_tot, a.u.: -545.60431
SMILES: Nn1oc(=O)c[n+]1CC=O
HOMO energy (spin up / spin down), eV: -14.984 / -14.983

Last column: Mulliken charge in e.
Element x y z (Å)
O1 2.486 -0.599 1.009  -0.39
O2 0.726 3.751 1.908  -0.38
O3 -0.586 2.763 0.348  -0.19
N1 0.071 0.606 0.756  0.21
N2 -1.135 1.206 -1.286  -0.47
N3 -1.001 1.501 -0.009  0.16
C1 0.684 1.339 1.597  0.05
C2 0.157 -0.760 0.427  -0.50
C3 1.615 -1.256 0.546  0.14
C4 0.332 2.780 1.372  0.30
H1 -2.095 1.029 -1.557  0.28
H2 -0.218 -0.898 -0.596  0.38
H3 -0.589 1.712 -1.978  0.23
H4 1.369 1.019 2.368  0.52
H5 1.731 -2.280 0.163  0.37
H6 -0.449 -1.370 1.104  0.31